1.
Entry from OMol25: a structure of composition C6H15N6O12Pb (ωB97M-V/def2-TZVPD).

* highest occupied orbital energy: -4.1143 eV
* E: -45226.7974 eV
* energy relative to the best compared isomer or geometry (same formula, charge and spin): 129.3 kcal/mol
* Kohn-Sham gap: 0.2329 Eh
* molar mass: 570.42 g/mol

```
! wB97M-V def2-TZVPD RIJCOSX def2/J DEFGRID3
* xyz -1 1
H 16.129 28.119 6.251
O 13.585 24.737 5.698
O 16.381 23.631 9.449
C 16.065 22.146 6.354
O 10.135 23.613 8.039
N 16.061 28.344 7.234
O 12.502 26.961 11.573
H 11.504 21.223 7.743
C 17.137 24.460 9.962
N 15.837 27.902 9.260
O 11.982 25.657 4.450
H 18.465 25.825 9.883
H 11.620 26.825 11.218
O 10.571 21.442 7.685
C 10.972 22.744 7.732
H 18.356 24.721 8.439
H 16.845 24.295 11.935
O 12.221 22.920 7.750
O 15.537 26.258 7.731
O 12.111 25.788 9.785
H 16.914 21.925 8.114
H 16.349 29.271 7.513
N 18.127 25.018 9.377
N 15.802 21.634 5.265
O 15.665 23.192 6.715
H 15.240 22.132 4.590
H 16.674 20.530 7.042
Pb 14.157 24.328 8.277
H 12.598 25.268 3.825
C 15.849 27.390 8.074
H 15.125 27.281 9.618
O 12.030 25.906 6.747
H 15.715 28.902 9.333
N 17.320 24.789 11.193
H 16.158 20.715 5.042
H 17.979 25.527 11.395
N 16.855 21.512 7.194
O 14.060 25.735 10.515
C 12.904 26.147 10.638
C 12.540 25.439 5.701
*
```

=====

2.
Entry from OMol25: a structure of composition C32H21BrCl2F3N3OPSSe2W (ωB97M-V/def2-TZVPD).

* expectation value of S²: 2.025
* highest occupied orbital energy (alpha / beta): -9.9783 / -10.5441 eV
* E: -295924.5281 eV
* energy relative to the best compared isomer or geometry (same formula, charge and spin): 15.3 kcal/mol
* Kohn-Sham gap (alpha / beta): 0.2604 / 0.2569 Eh
* molar mass: 1076.14 g/mol

```
! wB97M-V def2-TZVPD RIJCOSX def2/J DEFGRID3
* xyz 1 3
H 2.257 -2.016 3.454
H 1.864 -6.134 4.551
C -0.925 -1.915 2.199
C 1.687 2.510 -3.461
C -1.260 0.359 3.701
Cl -2.789 2.993 -2.913
C 4.450 -3.050 -1.332
C -1.083 2.819 -3.089
F -1.014 2.691 4.072
Br -5.807 -2.361 -2.750
C 1.996 -5.375 3.790
W 0.167 -0.067 -0.201
P 2.584 -2.200 0.561
N 1.551 0.833 -1.688
H -0.764 -2.764 1.544
C 2.221 -3.062 3.178
C -3.000 -1.991 -2.702
C -0.402 1.944 -2.283
C -1.372 -2.047 3.490
C -1.494 1.559 4.587
H 1.969 -3.752 5.193
C 5.329 -2.068 0.693
C -4.140 -1.306 -0.719
C -2.914 -0.936 -0.197
C -0.801 0.434 2.378
H -2.989 -2.394 -3.704
H 3.607 -3.332 -1.950
O -0.948 1.167 -1.368
C 2.053 -4.039 4.153
H 7.834 -3.066 -1.348
H 5.173 -1.591 1.654
S -0.329 1.781 1.402
C -4.179 -1.846 -1.990
H -0.893 -1.660 -2.648
Se 1.081 -2.416 -1.005
C 2.112 -5.748 2.455
H -5.040 -1.157 -0.140
C 3.620 1.261 -2.813
C -1.826 -1.591 -2.104
F -0.915 1.369 5.788
H -0.953 4.283 -4.665
C 6.617 -2.290 0.240
H 2.370 -5.076 0.440
C 2.335 -3.435 1.843
C 4.242 -2.453 -0.093
C 3.060 2.227 -3.600
H 3.282 -0.178 -1.251
H -1.894 -0.944 5.259
N -0.667 -0.712 1.677
C 2.283 -4.782 1.480
C -0.397 3.582 -4.058
C 5.746 -3.271 -1.780
H 7.461 -1.992 0.848
C 2.834 0.581 -1.870
H -2.864 -0.483 0.781
H 5.911 -3.737 -2.743
C 6.825 -2.893 -0.996
H 4.667 1.005 -2.895
F -2.812 1.726 4.806
H 3.650 2.764 -4.331
C 0.981 1.789 -2.490
C 0.946 3.439 -4.238
C -1.542 -0.883 4.236
Cl 1.759 4.385 -5.440
N -1.766 -1.088 -0.863
H 2.071 -6.793 2.178
Se 2.338 -0.184 1.337
H -1.580 -3.024 3.900
*
```

=====

3.
Entry from OMol25: a cluster of 6 separate species, C5H21NO6 in total (ωB97M-V/def2-TZVPD).

* SMILES: CCN(C=O)CC.O.O.O.O.O
* highest occupied orbital energy: -9.5554 eV
* E: -19301.0123 eV
* energy relative to the best compared isomer or geometry (same formula, charge and spin): 7.9 kcal/mol
* Kohn-Sham gap: 0.3532 Eh
* molar mass: 191.22 g/mol

```
! wB97M-V def2-TZVPD RIJCOSX def2/J DEFGRID3
* xyz 0 1
H 3.944 -0.908 2.693
H -4.090 2.084 -0.370
O -3.637 -0.097 2.681
H 4.198 -2.429 2.750
H 3.381 -0.192 -1.353
H 2.575 -1.495 -0.429
H -1.240 1.595 -3.005
H 1.721 -0.579 -1.634
H 1.220 1.755 -3.461
H -2.542 0.772 -3.071
H -0.045 -0.657 2.629
C 1.942 0.517 0.231
N 0.784 0.064 0.975
H -3.087 1.400 -1.264
O 0.412 1.243 -3.505
H -0.340 -1.856 -0.580
H -4.020 0.664 2.217
H -3.874 -0.898 2.214
H 0.660 0.372 -3.191
O -2.167 1.571 -2.688
C 2.458 -0.471 -0.832
O 2.040 -0.892 2.636
H 2.782 0.807 0.846
H 1.666 1.441 -0.277
H -1.382 -1.842 0.896
C -0.544 0.095 0.390
H -1.948 -1.229 -0.657
C 0.974 -0.585 2.153
H -1.183 0.639 1.111
H -0.608 0.709 -0.513
C -1.076 -1.286 0.021
O -3.612 1.258 -0.445
O 4.634 -1.573 2.831
*
```